Formula: C4H11NO
Source: the OMol25 dataset
Level of theory: ωB97M-V/def2-TZVPD

Calculated values
**Strongest force on any atom**: 2.7 eV/Å
**HOMO-LUMO gap**: 9.43 eV
**HOMO**: -8.7 eV
**SMILES string**: C=CO.CCN

Geometry as XYZ:
```
17
Properties=species:S:1:pos:R:3:forces:R:3
C 2.441727 -0.322189 0.615595 -0.30 -1.23 2.38
C 1.940272 -1.519897 0.358222 0.31 -1.63 -1.79
O 1.364263 -1.826374 -0.891119 0.39 -0.99 -0.40
H 2.775488 -0.124670 1.669183 -0.17 -0.08 -1.39
H 2.380699 0.426666 -0.112380 -0.03 1.13 -0.78
H 2.036538 -2.456215 0.905856 -0.03 0.65 0.78
H 1.520812 -2.775292 -1.213386 -0.18 2.11 1.23
C -1.115324 1.657621 0.671113 1.63 1.65 -0.54
C -2.007727 0.745496 -0.148215 0.28 -1.41 -2.15
N -1.170173 0.074386 -1.277040 -1.63 1.48 0.36
H -0.184332 2.139709 0.103682 -1.99 -1.49 0.64
H -1.686153 2.596109 0.902150 0.45 -1.07 0.71
H -0.666827 1.098158 1.519615 -0.50 0.80 -0.17
H -2.441681 -0.116900 0.446297 0.14 1.39 -0.24
H -2.844570 1.358760 -0.630514 1.14 -1.09 0.54
H -0.567079 -0.638883 -0.908114 0.10 -0.32 0.10
H -1.775928 -0.316487 -2.010951 0.39 0.10 0.72
```
Forces are in eV/Å.

Need the Löwdin charges? In units of e they are: 0.010 -0.261 -0.092 0.079 0.044 0.104 0.134 -0.160 -0.320 -0.030 0.103 0.064 0.060 0.101 0.110 0.005 0.051


Formula: C4H6BaLiO
Source: the OMol25 dataset
Level of theory: ωB97M-V/def2-TZVPD

Calculated values
**Strongest force on any atom**: 4.9 eV/Å
**HOMO-LUMO gap**: 3.43 eV
**HOMO**: -1.3 eV
**Net charge**: -1

Geometry as XYZ:
```
13
Properties=species:S:1:pos:R:3:forces:R:3
C -1.443250 -0.820852 -1.157240 -1.99 0.24 1.78
C -2.246576 -0.881515 -0.156752 0.86 0.64 -1.82
H -3.293884 -1.016355 0.096311 0.46 -0.09 0.23
H -1.255078 0.383950 0.810429 3.00 1.81 -1.62
O -0.211439 1.107288 0.542134 -3.36 -0.77 1.86
C 0.765429 0.113511 0.906338 -1.83 -2.14 -1.90
C 1.273388 -0.496321 -0.386265 4.75 0.39 0.98
Li -1.126957 1.436810 -1.073591 0.29 -0.88 0.18
Ba 2.315419 2.399776 -1.357359 -0.26 -0.72 0.37
H 0.205088 -0.604069 1.534743 -0.57 -0.44 -0.08
H 1.484930 0.360796 1.702784 0.64 1.03 -0.91
H 1.353930 -0.932811 -1.399109 -2.50 0.71 0.52
H 2.178995 -1.050203 -0.062427 0.49 0.23 0.41
```
Forces are in eV/Å.

Need the Löwdin charges? In units of e they are: -0.188 -0.248 -0.027 0.168 -0.502 -0.546 -0.355 0.280 0.353 0.059 0.077 -0.027 -0.044


Formula: C7H17N2O2P
Source: the OMol25 dataset
Level of theory: ωB97M-V/def2-TZVPD

Calculated values
**Strongest force on any atom**: 4.6 eV/Å
**HOMO-LUMO gap**: 8.29 eV
**HOMO**: -7.6 eV

Geometry as XYZ:
```
29
Properties=species:S:1:pos:R:3:forces:R:3
C 1.056654 1.003448 -0.829392 -3.87 -0.78 0.81
C -3.636770 -0.558927 0.018624 3.49 -2.84 0.81
C -2.368478 0.862575 -1.732278 -0.76 -1.37 -0.58
C 3.485629 1.277888 -0.439836 -0.09 0.69 0.03
C 1.974619 -2.511959 0.133869 0.52 -0.50 -2.48
C -0.697671 0.338438 1.960785 1.31 -2.52 -0.45
C -2.521284 0.474485 -0.238928 0.51 -0.24 -0.97
N 2.075372 -0.295645 0.819007 -0.54 1.09 2.80
N 2.154730 0.681164 -0.180963 2.56 -1.19 2.15
O 0.947679 1.790849 -1.712653 0.17 0.43 -0.59
O 2.780385 -1.447599 0.534802 1.54 0.20 -0.50
P -0.862216 -0.273344 0.220755 1.28 0.74 -0.56
H -3.415212 -1.233971 0.992027 -0.78 1.79 -1.93
H -4.538387 -0.051445 0.037648 -2.02 0.55 0.21
H -3.556973 -1.284995 -0.814758 -0.55 0.24 0.39
H -3.263185 1.341084 -2.186298 0.01 -0.89 0.29
H -2.031180 -0.081543 -2.327925 -0.65 1.79 0.78
H -1.663497 1.653695 -1.843106 1.11 0.26 -0.03
H 4.101608 1.082178 0.510546 -0.57 -0.02 -1.91
H 3.859546 0.881418 -1.439908 0.08 0.52 1.63
H 3.353570 2.397081 -0.500812 0.16 -1.16 -0.18
H 1.136990 -2.297790 -0.525166 0.42 0.62 -0.62
H 1.504981 -2.984906 0.888042 -1.55 -1.24 3.43
H 2.605820 -3.324425 -0.267529 0.10 0.82 -0.30
H 0.411691 0.094833 2.194944 -2.40 0.84 0.32
H -1.455719 -0.193916 2.551784 0.62 -0.62 0.12
H -1.089538 1.293733 2.038286 0.29 2.44 0.14
H -2.819548 1.337782 0.317557 0.40 0.85 0.53
H 2.470396 0.029806 1.820875 -0.80 -0.52 -3.35
```
Forces are in eV/Å.

Need the Löwdin charges? In units of e they are: -0.404 -0.146 -0.164 -0.015 -0.120 -0.340 -0.655 -0.121 -0.170 0.040 -0.166 1.011 0.108 0.036 0.069 0.077 0.104 0.029 0.108 0.109 0.094 0.053 0.035 0.102 0.031 0.028 -0.009 0.082 0.196


Formula: C29H77N5O12S7
Source: the OMol25 dataset
Level of theory: ωB97M-V/def2-TZVPD

Calculated values
**Strongest force on any atom**: 4.7 eV/Å
**HOMO-LUMO gap**: 8.78 eV
**HOMO**: -8.4 eV

Geometry as XYZ:
```
130
Properties=species:S:1:pos:R:3:forces:R:3
C 1.578236 1.843966 -3.370363 0.10 0.48 -0.25
O 0.598602 2.554638 -3.251443 -0.67 0.27 0.08
N 2.219766 1.623821 -4.526112 -1.40 0.88 -1.48
C 3.542927 1.105648 -4.598993 1.15 -0.67 1.67
C 1.778414 2.386786 -5.710728 -0.89 1.44 1.00
H 2.027631 1.364474 -2.522454 0.45 -0.63 0.62
H 3.733615 0.583814 -3.583217 -0.23 0.50 -1.94
H 4.298357 1.930700 -4.682171 -0.53 -0.65 -0.20
H 3.579649 0.410730 -5.456749 0.44 0.18 0.55
H 2.247631 3.384741 -5.680894 -0.18 -0.17 0.05
H 2.072127 1.962432 -6.622765 0.85 -1.14 -1.05
H 0.680563 2.552080 -5.850287 0.84 -0.37 0.92
C 2.914445 -4.338480 2.200831 -0.02 0.04 -0.97
O 3.014851 -4.614001 1.010416 0.31 0.69 0.21
N 3.161256 -3.164008 2.803339 0.01 -0.59 0.99
C 2.972905 -3.076515 4.257205 0.32 -0.20 0.06
C 3.474541 -1.960516 2.063523 0.10 0.37 -0.49
H 2.560883 -5.100057 2.875436 -0.10 -0.44 0.74
H 3.855383 -2.619519 4.715746 -0.02 -0.16 -0.06
H 2.753093 -4.041838 4.778511 0.33 0.61 -0.93
H 2.148202 -2.428870 4.451011 -0.65 0.51 0.28
H 3.905363 -2.296927 1.106056 -0.17 0.36 0.41
H 2.564759 -1.365779 1.847068 0.33 -0.28 0.15
H 4.184323 -1.290800 2.603672 -0.44 -0.71 -0.25
C 3.488127 -1.905635 -1.626618 -3.17 0.17 -1.36
O 2.844628 -0.902185 -2.014336 0.82 -0.51 0.70
N 4.786242 -1.933355 -1.486758 1.14 0.43 -0.04
C 5.412283 -3.085302 -0.880539 0.89 0.26 0.27
C 5.451670 -0.614300 -1.446499 -0.62 -0.95 0.24
H 2.907441 -2.846821 -1.486793 0.70 0.20 0.07
H 4.731839 -3.937059 -0.902135 -0.04 0.25 0.47
H 5.731237 -2.743250 0.114883 -0.24 -0.79 0.16
H 6.339087 -3.403971 -1.372503 -0.21 0.31 -0.35
H 5.124198 -0.028009 -2.312254 0.97 -0.30 0.01
H 5.024338 -0.091769 -0.610639 -0.15 0.46 0.65
H 6.501575 -0.789464 -1.210365 0.04 0.37 -0.76
C 0.602298 -0.078639 4.543227 0.96 3.53 0.81
O 1.682789 0.557006 4.516015 -1.25 -1.38 -0.05
N -0.526707 0.531092 4.997776 0.79 -0.46 -0.07
C -0.453442 1.900999 5.474837 0.72 -0.50 0.30
C -1.822614 -0.090516 4.913310 -1.06 0.27 0.56
H 0.511036 -1.079909 4.209106 -0.37 -1.23 -0.38
H -1.437474 2.167505 5.750840 -1.10 0.45 0.28
H -0.113575 2.574961 4.710518 0.14 -0.11 -0.23
H 0.188368 2.048768 6.359454 -0.03 -0.39 -0.37
H -2.458173 0.257969 4.081138 0.40 0.10 0.51
H -1.708858 -1.133128 4.776625 0.30 -1.17 -0.48
H -2.395171 -0.035500 5.870335 0.45 0.42 -0.59
C -5.854733 1.559638 -2.602273 0.45 -1.29 -0.32
O -5.728029 2.644268 -3.113173 0.75 0.22 -0.05
N -4.997429 0.478093 -2.577500 3.03 3.08 -1.92
C -5.489729 -0.822528 -2.546460 -1.89 -1.21 0.83
C -3.707772 0.598374 -3.394198 -1.85 -0.09 -0.46
H -6.751350 1.268519 -2.100984 -1.23 -0.06 0.69
H -5.653007 -1.205030 -3.581273 0.10 -0.13 0.70
H -6.475467 -0.722349 -2.019204 0.57 -0.72 -0.48
H -4.833182 -1.466786 -1.944219 -0.18 -0.06 -0.43
H -3.354858 1.628015 -3.322810 0.10 -0.28 0.02
H -2.999588 -0.139970 -3.022157 0.01 0.14 0.16
H -3.936060 0.354104 -4.488950 0.24 0.34 1.35
C -2.682928 -4.332852 1.909891 -0.18 1.02 1.05
S -1.485429 -4.753031 3.182734 -0.98 -1.37 0.95
O -0.669109 -3.555633 3.280851 2.02 1.93 -0.09
C -2.511099 -4.590915 4.691778 -0.97 0.21 -0.76
H -2.055850 -3.990169 1.099915 0.24 0.17 -0.31
H -3.231801 -3.441048 2.329756 0.07 -1.03 -0.68
H -3.235308 -5.195013 1.565317 -0.55 -0.04 0.19
H -2.011207 -4.771562 5.637746 0.77 0.15 -0.27
H -3.277247 -5.360556 4.659728 -0.49 0.11 -0.17
H -2.929628 -3.553539 4.650781 0.20 -0.89 0.06
C 1.403763 -6.536686 -0.419806 0.15 0.55 -0.54
S 0.846720 -4.888548 -1.029391 0.54 0.01 -1.75
O 1.602116 -4.549900 -2.350024 -1.04 -0.73 2.08
C -0.824390 -5.394102 -1.593487 0.64 -0.17 0.66
H 0.931573 -7.348439 -0.979943 0.37 0.15 -0.29
H 1.018514 -6.608510 0.605286 0.54 0.14 -0.06
H 2.521809 -6.482136 -0.508200 -1.24 -0.33 0.37
H -1.303746 -5.984303 -0.765505 0.27 0.48 -1.07
H -0.652158 -5.896796 -2.540574 -0.03 -0.69 0.17
H -1.369703 -4.500650 -1.863575 -0.32 0.28 0.46
C -3.385828 -0.006263 1.036335 -0.94 1.33 0.11
S -4.726567 -0.774957 1.941849 0.70 -0.33 -0.12
O -4.002723 -1.178690 3.191427 -0.70 -0.19 0.44
C -5.708607 0.726058 2.136468 1.07 0.51 -0.04
H -2.894830 -0.675906 0.363479 0.61 -0.82 0.13
H -2.796141 0.482360 1.848552 -0.11 -0.37 -1.00
H -3.854232 0.721517 0.370411 0.23 0.41 0.10
H -6.528346 0.563006 2.806815 -0.43 -0.20 0.29
H -6.041230 0.890369 1.120244 -0.42 0.15 -0.22
H -5.122207 1.617708 2.427199 -0.10 -0.55 0.02
C -1.800076 4.710752 -0.748806 1.30 -1.53 -1.07
S -3.251228 3.763696 -1.285934 -1.16 1.16 2.95
O -4.128802 3.889521 -0.027734 0.47 -0.72 -1.59
C -3.752869 5.039121 -2.437693 1.87 0.57 0.33
H -1.090893 4.646137 -1.585939 0.18 -0.11 0.23
H -1.333429 4.286153 0.155160 -0.78 -0.04 -0.70
H -2.023385 5.732303 -0.639440 -0.72 1.25 0.38
H -2.886660 5.000917 -3.096446 0.06 0.34 -0.44
H -3.747241 6.005917 -1.927070 -0.17 -0.19 0.02
H -4.609302 4.903031 -3.024636 -1.36 -0.71 -0.38
C 3.438987 4.499017 -0.692652 1.10 -1.01 -0.78
S 3.914627 5.557695 -2.055153 -1.74 0.86 0.24
O 4.582596 4.707584 -3.036609 1.09 -1.07 -0.95
C 2.232832 5.796588 -2.815082 1.29 -1.10 0.20
H 2.996609 3.561447 -1.078108 0.05 0.53 0.18
H 2.820360 5.026757 -0.025086 -1.04 0.59 0.78
H 4.382562 4.281636 -0.185794 -0.09 -0.15 0.01
H 1.760284 6.637226 -2.317983 -0.47 -0.16 -0.10
H 1.723812 4.794846 -2.823808 0.12 1.13 0.21
H 2.561450 6.022259 -3.834892 -0.42 0.25 0.12
C 1.954994 2.853535 2.175744 0.69 1.83 1.43
S 0.511111 3.876212 1.675355 4.15 1.55 0.15
O -0.558343 2.940075 1.488671 -2.65 -1.84 0.31
C 0.420053 4.759109 3.270925 -0.21 -0.62 0.31
H 1.700037 2.241091 3.059732 -0.03 -0.04 -0.65
H 2.764674 3.564095 2.526434 -0.83 -0.59 -0.41
H 2.385739 2.315581 1.355503 -0.25 -0.51 -0.51
H 0.092144 3.981924 3.965631 0.04 0.52 0.01
H -0.367670 5.510146 3.187259 0.25 0.07 0.04
H 1.396937 5.159318 3.627915 -0.75 -0.17 -0.63
C -0.195638 -0.413550 -0.905645 -0.72 -0.53 -0.15
S -0.576910 -1.992851 -1.625960 -1.50 -0.26 -0.18
O -2.102598 -2.179707 -1.483275 1.43 0.29 -0.41
C -0.152461 -1.651379 -3.361142 0.34 -0.27 0.91
H -0.563839 -0.534161 0.135677 0.45 0.52 -0.60
H -0.757357 0.330683 -1.502750 0.52 0.01 0.63
H 0.890303 -0.405566 -1.010820 0.01 0.66 0.24
H -0.409130 -2.588155 -3.850445 0.43 0.09 -0.32
H 0.906036 -1.362023 -3.360854 0.00 -0.73 -0.02
H -0.650006 -0.818201 -3.802397 -0.96 0.59 -0.07
```
Forces are in eV/Å.

Atomic partial charges in e from the Löwdin method, atoms 1 to 99: -0.364 -0.014 -0.181 -0.066 -0.036 0.109 0.076 0.103 0.097 0.096 0.058 0.102 -0.317 -0.044 -0.164 -0.035 -0.025 0.128 0.091 0.105 0.046 0.054 0.102 0.106 -0.318 -0.074 -0.172 -0.052 0.000 0.119 0.088 0.087 0.091 0.071 0.081 0.095 -0.271 -0.053 -0.162 -0.030 -0.062 0.102 0.078 0.034 0.109 0.067 0.054 0.109 -0.338 0.025 -0.195 -0.109 -0.013 0.115 0.104 0.098 0.086 0.050 0.051 0.111 -0.238 0.775 -0.573 -0.243 0.028 0.051 0.051 0.046 0.042 0.058 -0.257 0.788 -0.582 -0.254 0.046 0.044 0.060 0.069 0.053 -0.006 -0.235 0.830 -0.588 -0.252 0.006 0.071 0.039 0.041 0.038 0.075 -0.259 0.841 -0.586 -0.260 0.050 -0.015 0.034 0.050 0.061